DFT (ωB97M-V with the def2-TZVPD basis set) results for 7 unconnected molecules or ions with the total composition C13H36Cl4O12 in a non-equilibrium geometry.

Geometry as XYZ:
```
65
C13H36Cl4O12, DFT ωB97M-V with the def2-TZVPD basis set
Cl 4.1470 -0.7813 6.6218
C 4.5928 0.2865 5.2379
Cl 3.3425 0.5127 4.1077
Cl 5.1265 1.9302 5.9252
Cl 5.9692 -0.4355 4.3649
O -3.3270 -1.7708 1.4200
C -2.9360 -1.9271 2.7473
C -4.0764 -2.6446 3.4001
O -5.0433 -1.7660 3.9127
H -2.7373 -1.2314 0.8881
H -2.0326 -2.5158 2.9066
H -2.6679 -0.9999 3.2538
H -3.8236 -3.2615 4.2624
H -4.5158 -3.2481 2.6059
H -4.8659 -0.9107 3.5146
O -0.0747 1.6815 -3.1118
C 0.7699 0.5111 -3.4544
C 0.1660 -0.1973 -4.6378
O -0.8947 -1.0940 -4.3282
H 0.1513 1.8349 -2.1914
H 1.7326 0.9614 -3.6962
H 0.8763 -0.1872 -2.6241
H 0.9619 -0.7304 -5.1579
H -0.3390 0.5816 -5.2090
H -0.8732 -1.7734 -5.0061
O 0.0950 0.1964 3.2096
C -0.4430 1.3082 2.5252
C -0.3658 1.0657 1.0163
O -1.4693 0.3789 0.4105
H 1.0045 -0.0317 3.0036
H -1.4835 1.4719 2.8057
H 0.1672 2.1017 2.9564
H 0.4772 0.4489 0.7049
H -0.3284 2.0063 0.4667
H -1.4112 0.3251 -0.5462
O 2.9516 5.0077 -2.2884
C 3.4540 3.7479 -1.7124
C 2.6420 3.3428 -0.4675
O 1.3197 2.9128 -0.6846
H 3.3170 5.1424 -3.1658
H 3.2696 2.9761 -2.4597
H 4.5327 3.8804 -1.6286
H 2.4969 4.1938 0.1980
H 3.3038 2.6404 0.0392
H 0.8490 3.6266 -1.1210
O 1.9810 -4.5229 0.2468
C 1.7906 -4.2773 1.6571
C 2.0922 -2.8419 2.1162
O 1.2976 -1.9436 1.3165
H 2.2734 -5.4285 0.1205
H 0.7947 -4.6643 1.8728
H 2.5215 -4.9062 2.1655
H 3.1014 -2.5867 1.7929
H 1.7840 -2.6722 3.1478
H 1.3150 -2.3436 0.4440
O -2.9405 0.9812 -4.9273
C -3.9210 1.0331 -3.9178
C -3.3049 0.8291 -2.5063
O -2.6431 -0.4533 -2.4566
H -2.5128 0.1275 -4.8278
H -4.3916 2.0144 -3.8571
H -4.5490 0.1535 -4.0594
H -4.0560 0.9196 -1.7216
H -2.5503 1.6074 -2.3920
H -2.0894 -0.5927 -3.2284
```

Values from the calculation:
Kohn-Sham gap = 9.0 eV
LUMO = -0.14 eV
SMILES string = ClC(Cl)(Cl)Cl.OCCO.OCCO.OCCO.OCCO.OCCO.OCCO
energy = -3260.368421 Ha
largest force on an atom = 2.78 eV/A
charge = 0

Mulliken population analysis, charges in e, atoms 1 to 6:
1. Cl -0.097
2. C 0.293
3. Cl 0.029
4. Cl -0.122
5. Cl -0.103
6. O -0.455

---

DFT (ωB97M-V with the def2-TZVPD basis set) results for a molecular structure, C13H36Li2O9 in a non-equilibrium geometry.

Geometry as XYZ:
```
60
C13H36Li2O9, DFT ωB97M-V with the def2-TZVPD basis set
Li 1.0617 -2.7345 0.4231
Li 0.1865 -1.7790 -2.3948
C -1.7848 -0.8039 0.2928
C -0.5432 0.0261 -0.0905
O 0.5167 -0.7933 -0.4842
H -2.1335 -1.3918 -0.5562
H -2.6024 -0.2527 0.7573
H -1.4362 -1.6243 0.9201
H -0.2684 0.7844 0.6427
H -0.7943 0.7578 -0.8585
C -0.6827 -6.1307 1.8591
C -0.6654 -4.5186 1.7739
O 0.6378 -3.9634 2.0006
H -1.6212 -6.4043 1.3771
H -0.6134 -6.4090 2.9108
H 0.0728 -6.5701 1.2077
H -1.2709 -4.1638 2.6079
H -1.0006 -4.0917 0.8286
C -2.1044 -1.2897 -5.8614
C -1.9365 -0.8143 -4.3961
C -3.3208 -0.2133 -3.9187
O -1.6638 -1.9894 -3.6588
H -1.2322 -1.8926 -6.1141
H -2.2053 -0.3928 -6.4726
H -3.0166 -1.8400 -6.0921
H -1.1287 -0.0825 -4.3971
H -3.4041 0.8523 -4.1322
H -3.3138 -0.2539 -2.8295
H -4.1950 -0.7900 -4.2209
H -2.1736 -2.7133 -4.0299
C 2.1024 2.5337 2.2334
C 3.3547 3.2632 1.9907
O 3.6919 3.2442 0.6600
O 2.2186 1.1537 2.0101
H 1.2954 2.9694 1.6442
H 1.8340 2.5242 3.2898
H 4.0142 2.9222 2.7888
H 3.0337 4.2489 2.3275
H 4.4565 3.8233 0.7019
H 1.4546 0.6569 2.3117
C -0.1861 -0.8617 5.0628
C 0.0974 0.0483 6.3053
O -0.9857 1.0164 6.4542
O -0.0321 0.0724 3.9481
H -1.1950 -1.2361 5.2367
H 0.5778 -1.6335 4.9691
H 1.0566 0.5555 6.2013
H -0.0512 -0.5100 7.2296
H -1.3151 1.2711 5.5892
H -0.7115 -0.1565 3.3096
C 2.2812 4.0117 -3.4218
C 0.9900 3.3418 -3.0790
O 0.9647 2.7948 -1.7708
O 3.3544 3.1525 -3.6019
H 2.5186 4.7463 -2.6523
H 2.1440 4.2909 -4.4665
H 0.8021 2.4012 -3.5969
H 0.1766 4.0425 -3.2673
H 0.7968 3.4834 -1.1233
H 3.8972 3.3114 -4.3776
```

Values from the calculation:
Kohn-Sham gap = 5.6 eV
LUMO = -0.90 eV
energy = -1208.990587 Ha
largest force on an atom = 4.04 eV/A
charge = 0

Mulliken population analysis, charges in e, atoms 1 to 6:
1. Li 0.867
2. Li 0.845
3. C -0.733
4. C 0.471
5. O -1.000
6. H 0.195

---

DFT (ωB97M-V with the def2-TZVPD basis set) results for 5 unconnected molecules or ions with the total composition C13H37Cl3O16P4 in a non-equilibrium geometry.

Geometry as XYZ:
```
73
C13H37Cl3O16P4, DFT ωB97M-V with the def2-TZVPD basis set
C 4.3152 4.9702 0.5384
O 4.1967 4.9432 1.9571
P 2.9247 5.6041 2.6903
O 2.4670 6.9103 2.1941
O 1.8436 4.4237 2.6694
C 1.0369 4.2142 1.4744
O 3.3477 5.5437 4.2299
C 4.3016 6.5078 4.6382
H 3.6308 5.6414 0.0138
H 4.1440 3.9347 0.2410
H 5.2993 5.3298 0.2300
H 0.6702 5.1668 1.1009
H 0.2058 3.5944 1.7965
H 1.6905 3.6805 0.7892
H 3.9293 7.2869 5.3030
H 4.8328 6.9994 3.8184
H 5.0949 5.9875 5.1853
C -0.3928 -4.4615 -2.1924
O -1.2352 -4.9349 -3.2526
P -2.6492 -4.2837 -3.5293
O -2.6365 -2.8221 -3.6303
O -3.5708 -4.8329 -2.3521
C -3.4611 -4.1509 -1.1101
O -3.2206 -5.0598 -4.8161
C -4.4823 -4.6280 -5.2847
H -0.6258 -3.4392 -1.9117
H 0.6675 -4.5392 -2.4286
H -0.5767 -5.1963 -1.4081
H -4.0320 -3.2190 -1.1962
H -2.4494 -3.9145 -0.7888
H -4.0298 -4.6597 -0.3316
H -4.4501 -4.0984 -6.2332
H -5.0121 -4.0078 -4.5544
H -5.1737 -5.4702 -5.3755
C -2.1444 -5.5128 3.9267
O -2.9484 -5.0497 2.8385
P -3.1756 -3.4628 2.6893
O -2.1200 -2.6722 2.0074
O -3.4955 -3.0659 4.1987
C -3.7478 -1.6998 4.5301
O -4.5851 -3.2049 1.9353
C -5.7665 -3.8298 2.4471
H -2.1878 -6.6033 3.8291
H -2.5218 -5.2336 4.9038
H -1.0745 -5.3567 3.7758
H -4.8029 -1.5644 4.7880
H -3.5090 -1.0678 3.6770
H -3.2362 -1.4183 5.4486
H -5.9252 -4.8307 2.0468
H -6.5880 -3.1560 2.2260
H -5.7096 -3.9717 3.5296
C 2.4777 1.1086 -1.2255
O 3.4656 2.0552 -1.5925
P 3.1334 3.2927 -2.5620
O 2.1540 4.2358 -1.9653
O 4.5538 3.9347 -2.8649
C 4.7365 5.3556 -2.8179
O 2.7485 2.5190 -3.9283
C 3.7892 2.0299 -4.7858
H 2.1930 1.2708 -0.1814
H 2.9022 0.1068 -1.2531
H 1.5526 1.1581 -1.8011
H 5.5358 5.6739 -2.1555
H 3.8036 5.8715 -2.5965
H 5.0011 5.6433 -3.8381
H 4.4731 1.3932 -4.2273
H 4.2965 2.9025 -5.1970
H 3.3686 1.4817 -5.6240
Cl -0.6290 0.5282 0.9915
C -0.6880 -1.1442 0.3568
Cl 0.9320 -1.6688 -0.1328
Cl -1.7681 -1.2995 -1.0158
H -1.0940 -1.7688 1.1451
```

Values from the calculation:
Kohn-Sham gap = 10.5 eV
LUMO = 0.37 eV
SMILES string = COP(=O)(OC)OC.COP(=O)(OC)OC.COP(=O)(OC)OC.COP(=O)(OC)OC.ClC(Cl)Cl
energy = -4467.687957 Ha
largest force on an atom = 2.44 eV/A
charge = 0

Mulliken population analysis, charges in e, atoms 1 to 6:
1. C -0.651
2. O -0.360
3. P 1.012
4. O -0.679
5. O -0.320
6. C -0.223

---

DFT (ωB97M-V with the def2-TZVPD basis set) results for a molecular structure, C13H37KN2O15S2V in a non-equilibrium geometry.

Geometry as XYZ:
```
71
C13H37KN2O15S2V, DFT ωB97M-V with the def2-TZVPD basis set
K -7.2487 0.4881 5.2202
O -11.7164 3.0064 5.7066
V -10.2444 2.6805 6.2189
O -10.1613 2.7879 7.8166
C -12.4892 -0.1808 5.9912
C -11.0422 -0.5119 6.3765
C -10.6291 -1.9424 6.0342
O -10.0983 0.4893 6.0316
H -12.8363 0.7738 6.3794
H -13.1939 -0.9831 6.2182
H -12.6349 -0.1520 4.9040
H -11.0528 -0.4303 7.4724
H -10.7187 -2.0784 4.9489
H -11.2871 -2.6736 6.4981
H -9.5931 -2.2366 6.1990
C -10.9200 -3.1419 9.2236
O -10.8915 -3.8792 10.4526
H -9.9607 -2.6195 9.1516
H -10.8164 -3.7605 8.3305
H -11.8053 -2.5135 9.1554
H -10.3151 -3.4112 11.0612
C -10.3375 -0.2047 2.4788
O -9.2836 -0.3435 3.4062
H -10.8134 -1.1214 2.1303
H -11.0772 0.5660 2.7143
H -9.9127 0.2417 1.5735
H -9.6620 -0.3454 4.3005
O -16.9219 -4.4137 3.2030
S -16.6763 -4.5706 4.6119
O -16.1718 -5.8058 5.1467
O -15.7571 -3.3555 5.1582
C -14.3417 -3.6340 5.2153
C -13.9887 -4.2269 6.5712
C -18.2314 -4.2554 5.6077
H -13.8592 -2.6658 5.0881
H -14.0041 -4.2866 4.4103
H -14.5878 -5.1122 6.7732
H -14.0477 -3.5550 7.4265
H -12.9724 -4.6280 6.4988
H -18.8989 -5.0728 5.3444
H -18.6869 -3.3257 5.2697
H -18.0729 -4.2025 6.6806
O -7.1042 -1.2445 7.4168
S -6.4819 -2.5348 7.6122
O -5.0420 -2.6027 7.6189
O -7.1394 -3.1589 8.9556
C -6.7939 -4.5278 9.2624
C -6.8947 -4.7475 10.7526
C -7.1284 -3.6859 6.3756
H -5.7679 -4.7126 8.9337
H -7.3798 -5.3212 8.7908
H -7.8834 -4.4545 11.1109
H -6.2215 -4.1091 11.3253
H -6.6994 -5.8004 10.9448
H -6.6294 -4.6488 6.4419
H -6.9080 -3.1513 5.4530
H -8.1927 -3.8505 6.5201
C -9.0926 0.0611 9.8908
N -9.2075 1.1787 10.8303
O -10.3199 1.6165 11.0407
O -8.1784 1.5670 11.3467
H -9.0856 0.5141 8.8995
H -9.9766 -0.5710 9.9297
H -8.2257 -0.5769 10.0268
C -14.2016 0.0463 9.3075
N -15.3533 0.1302 10.2738
O -16.3057 0.7745 9.9122
O -15.2385 -0.5125 11.2870
H -13.3263 -0.1673 9.9199
H -14.0949 0.9227 8.6829
H -14.3481 -0.9059 8.7978
```

Values from the calculation:
Kohn-Sham gap = 6.5 eV
LUMO = -6.17 eV
energy = -4095.411734 Ha
largest force on an atom = 4.77 eV/A
charge = +1

Mulliken population analysis, charges in e, atoms 1 to 6:
1. K 0.976
2. O -0.542
3. V 1.324
4. O -0.555
5. C -1.410
6. C 1.823

---

DFT (ωB97M-V with the def2-TZVPD basis set) results for 7 unconnected molecules or ions with the total composition C13H38BrO11 in a non-equilibrium geometry.

Geometry as XYZ:
```
63
C13H38BrO11, DFT ωB97M-V with the def2-TZVPD basis set
Br 6.1658 16.4403 -16.2421
C -2.4372 15.0385 -14.7328
C -1.3401 15.3462 -15.6802
C -1.2529 16.8475 -15.8970
O -0.1405 14.8506 -15.1581
H -3.3960 15.4425 -15.0578
H -2.2708 15.4631 -13.7428
H -2.6222 13.9651 -14.6927
H -1.4863 14.8443 -16.6367
H -0.4780 17.1255 -16.6113
H -1.2115 17.3342 -14.9225
H -2.0979 17.2252 -16.4726
H 0.6089 15.4233 -15.3369
C 1.2728 13.4042 -22.3970
C -0.0663 13.0395 -22.9507
O -0.1691 12.8241 -24.3810
O 1.2063 14.7582 -22.1716
H 2.0087 13.2403 -23.1842
H 1.4316 12.8773 -21.4561
H -0.9780 13.5717 -22.6790
H -0.0900 11.9697 -22.7433
H -0.4192 11.9298 -24.6243
H 1.9184 14.8634 -21.5365
C 7.2730 25.6299 -14.9931
C 7.5117 24.2004 -15.3986
O 6.1714 23.6633 -15.3312
O 6.5872 26.3082 -15.9853
H 8.2053 26.1871 -14.9020
H 6.7882 25.7871 -14.0296
H 8.1299 23.8015 -14.5944
H 7.9390 24.1351 -16.3992
H 6.2825 22.7425 -15.5789
H 5.7865 25.8982 -16.3204
C 9.0663 9.9492 -9.6695
C 8.2110 10.5001 -10.8275
O 8.2273 11.8862 -10.9109
O 10.4192 10.4091 -9.6768
H 9.0057 8.8630 -9.6026
H 8.7010 10.3404 -8.7199
H 7.2167 10.1529 -10.5465
H 8.5772 9.9405 -11.6882
H 8.2014 12.2182 -11.8113
H 10.6556 10.3629 -10.6062
C 9.1115 14.4635 -24.3648
C 8.9472 15.7286 -23.4875
O 9.5032 15.6508 -22.1799
O 10.3838 14.1250 -24.9656
H 8.4301 14.5704 -25.2089
H 8.6450 13.6299 -23.8398
H 7.9043 16.0192 -23.3612
H 9.3372 16.5659 -24.0661
H 8.8929 16.0105 -21.5320
H 10.4343 14.8097 -25.6366
C 2.4568 19.4007 -10.7410
C 1.7683 19.4214 -9.3907
O 2.3395 20.2734 -8.3547
O 3.9008 19.4324 -10.5476
H 2.0498 20.2855 -11.2304
H 2.0631 18.5397 -11.2813
H 1.8051 18.4659 -8.8675
H 0.7083 19.6619 -9.4730
H 1.8918 21.1223 -8.3328
H 4.2118 19.2008 -11.4258
```

Values from the calculation:
Kohn-Sham gap = 5.9 eV
LUMO = 2.09 eV
energy = -3919.646140 Ha
largest force on an atom = 4.53 eV/A
charge = -1

Mulliken population analysis, charges in e, atoms 1 to 6:
1. Br -1.000
2. C -1.283
3. C 0.636
4. C -1.401
5. O -0.558
6. H 0.343

---

DFT (ωB97M-V with the def2-TZVPD basis set) results for 7 unconnected molecules or ions with the total composition C13H38ClFNO7.

Geometry as XYZ:
```
61
C13H38ClFNO7, DFT ωB97M-V with the def2-TZVPD basis set
F -2.8490 2.9445 -0.6717
C -1.7918 3.8681 -0.7476
C -0.4629 3.1395 -0.7537
C -0.3465 2.0793 0.3491
C 0.3969 0.8269 -0.1089
O 1.0753 0.1288 0.9319
C 0.2538 -0.2476 2.0250
C -1.1232 -0.7394 1.5678
N -1.0237 -1.2327 0.1624
C -0.3715 -0.2853 -0.8395
Cl -1.6254 0.2394 -1.9596
H -1.8682 4.5274 0.1187
H -1.9330 4.4422 -1.6657
H 0.3169 3.8937 -0.6331
H -0.2989 2.6867 -1.7338
H 0.2638 2.4748 1.1665
H -1.3304 1.8713 0.7715
H 1.1830 1.1470 -0.7980
H 0.1101 0.5838 2.7223
H 0.7897 -1.0448 2.5343
H -1.4400 -1.5869 2.1683
H -1.8794 0.0387 1.6317
H -1.9595 -1.4544 -0.1823
H -0.4988 -2.1139 0.1887
H 0.3371 -0.8880 -1.4028
C -1.1068 -4.4463 1.8637
O -0.0841 -3.4995 2.2166
H -1.6207 -4.0620 0.9794
H -0.6747 -5.4143 1.6227
H -1.8341 -4.5694 2.6665
H 0.3693 -3.8479 2.9909
C -0.3087 4.6116 -4.9254
O 0.6564 3.7065 -4.4023
H 0.2411 5.4703 -5.3026
H -0.8763 4.1740 -5.7497
H -1.0070 4.9579 -4.1578
H 0.1964 2.9279 -4.0777
C 0.1433 6.8508 1.1215
O -0.0963 5.5307 1.6056
H -0.7868 7.1933 0.6736
H 0.4116 7.5350 1.9283
H 0.9269 6.8701 0.3600
H 0.7097 5.2166 2.0251
C -1.8294 -8.0850 1.6495
O -1.4652 -7.4727 2.8836
H -1.7630 -7.3185 0.8795
H -1.1485 -8.8953 1.3807
H -2.8514 -8.4691 1.6725
H -1.5131 -8.1430 3.5711
C 3.9814 1.9784 -0.7934
O 2.7936 2.6209 -1.2492
H 3.6882 0.9965 -0.4251
H 4.7053 1.8465 -1.5998
H 4.4535 2.5265 0.0247
H 3.0261 3.4904 -1.5886
C 1.3906 -4.5989 -0.5862
O 1.1237 -5.9323 -0.1887
H 0.4631 -4.2229 -1.0244
H 1.6631 -3.9728 0.2683
H 2.1751 -4.5429 -1.3442
H 1.9231 -6.3102 0.1897
```

Values from the calculation:
Kohn-Sham gap = 10.0 eV
LUMO = -2.46 eV
energy = -1659.258480 Ha
largest force on an atom = 0.45 eV/A
charge = +1

Mulliken population analysis, charges in e, atoms 1 to 6:
1. F -0.334
2. C -0.525
3. C 0.067
4. C -0.664
5. C -0.007
6. O -0.538

---

> Which of these has the highest largest force on an atom?

C13H37KN2O15S2V

---

> Which of these has the highest energy?

C13H36Li2O9